Entry 1:
The following is a DFT calculation (ωB97M-V/def2-TZVPD) of a molecular structure, C24H31GeIrN7 in a non-equilibrium geometry.

Positions of all 64 atoms, in Å:
1 C 0.89489 3.84853 4.10542
2 H 1.74480 -1.40909 3.46210
3 C -0.78374 4.57371 2.51451
4 H -2.77825 2.23607 -1.05365
5 H -1.19640 0.55688 -1.72554
6 C 1.87996 -1.92573 -1.44450
7 H 0.25898 -5.43430 0.61740
8 H -0.44215 -0.14863 -4.41032
9 H -2.13785 2.54309 -2.67170
10 H -1.34733 5.38583 2.07781
11 C -0.93871 -5.26967 -2.01651
12 H -0.16259 -3.92933 3.09081
13 N -0.32317 0.88515 2.48576
14 H -1.12271 -1.80644 3.07387
15 C 1.19202 2.44096 -0.33971
16 Ge 1.13129 -0.31877 -2.35093
17 C 0.24660 -0.90205 -4.03712
18 C -1.36069 -3.12830 -0.90653
19 C -2.18215 -3.49733 -3.10968
20 H 1.73074 4.48939 0.27305
21 H 1.82766 1.20753 4.84300
22 C -1.06501 3.26770 2.12152
23 H 1.29035 -3.26733 2.32189
24 H -0.30409 -1.82722 -3.89000
25 H 2.21193 1.94782 -3.04933
26 H -1.86630 3.04674 1.43501
27 H 3.08947 0.57874 -3.70152
28 H -2.50780 -1.67138 -2.00679
29 C -0.37903 -3.44956 1.00842
30 Ir -0.69489 -0.41754 0.72802
31 H -0.51734 -6.26203 -2.01357
32 C 0.18052 4.86222 3.46484
33 H -1.71877 -5.38643 -3.99659
34 H 1.99840 1.78239 -0.09877
35 C -0.25287 0.60180 -1.17223
36 H 1.94296 -1.80009 -0.36573
37 H 3.33193 1.03567 -2.03071
38 C 0.63324 2.55053 3.70230
39 H -2.63576 3.89800 -1.66220
40 H 0.48003 -1.31919 4.70159
41 C -2.06604 -2.65421 -2.01154
42 H 1.60218 4.07529 4.88659
43 C 1.05902 3.77678 -0.15825
44 C -0.80123 3.00854 -1.08340
45 H -0.57874 5.04375 -0.57709
46 N -0.17398 4.12442 -0.62946
47 H -2.72135 -3.16117 -3.98323
48 C -2.16481 2.92028 -1.64732
49 N -1.06242 -2.53739 0.29746
50 H 1.24555 -2.78182 -1.64998
51 H 0.37433 5.88763 3.73541
52 C 2.59017 0.95702 -2.81685
53 H 1.00644 -1.07085 -4.79660
54 H 2.87195 -2.14595 -1.82705
55 C 0.19467 -3.18318 2.36084
56 N 0.03186 1.96275 -0.89763
57 N -0.22204 -4.60872 0.30363
58 C 0.70572 -1.10277 3.64202
59 N 1.14138 1.34534 4.12056
60 C 0.54905 0.35958 3.37659
61 C -1.62701 -4.76860 -3.11815
62 C -0.82957 -4.43741 -0.91826
63 C -0.30741 2.24395 2.69150
64 N -0.16593 -1.82159 2.72652

Its HOMO energy is -8.628 eV. Its charge is +1. For the gap between HOMO and LUMO, the calculation gives 6.690 eV.

***

Entry 2:
The following is a DFT calculation (ωB97M-V/def2-TZVPD) of 2 unconnected molecules or ions with the total composition CHNO3 in a non-equilibrium geometry.

Positions of all 6 atoms, in Å:
1 O 0.95619 1.33134 -0.59610
2 O -1.56255 0.64766 0.04389
3 H 1.77748 -0.55845 -0.47595
4 N -0.90982 -0.29758 0.41767
5 C 0.96592 0.19824 -0.31560
6 O -1.22722 -1.32120 0.92608

Its HOMO energy is -9.683 eV. For the relative energy (zero: lowest compared OMol25 entry of this formula, charge and spin), the calculation gives 64.0 kcal per mole. Its charge is 0. For the gap between HOMO and LUMO, the calculation gives 9.433 eV.

***

Entry 3:
The following is a DFT calculation (ωB97M-V/def2-TZVPD) of 2 unconnected molecules or ions with the total composition C5H12O2.

Positions of all 19 atoms, in Å:
1 H -0.31672 -1.02701 -1.33963
2 H -2.44119 1.30143 -0.95208
3 C 2.15927 -0.86419 -0.49768
4 O 0.97326 0.31469 1.27207
5 C -0.35606 -0.98535 -0.25694
6 H -1.56632 -0.98348 1.46138
7 H 2.14698 0.03398 -1.12429
8 O -0.39569 1.55605 -0.79564
9 C 0.97166 -0.86741 0.45631
10 H 3.10666 -0.89401 0.05515
11 H -2.45165 -1.20310 -0.15034
12 H 2.12621 -1.74315 -1.15053
13 H -1.91232 1.60894 0.69882
14 H 1.84668 0.37878 1.68314
15 C -1.51497 -1.07182 0.38093
16 C -1.70281 1.84773 -0.35448
17 H 1.03618 -1.74143 1.11654
18 H 0.16989 1.42682 -0.01712
19 H -1.87908 2.91257 -0.48562

Its HOMO energy is -9.237 eV. For the relative energy (zero: lowest compared OMol25 entry of this formula, charge and spin), the calculation gives 46.7 kcal per mole. Its charge is 0. As for the SMILES: C=C[C@@H](C)O.CO. For the gap between HOMO and LUMO, the calculation gives 9.995 eV.

***

Table of LUMO level (eV), in record order: -1.938; -0.250; 0.758